Here is the molecule C4H4N2 from the OMol25 dataset. Energies are from ωB97M-V/def2-TZVPD.

For the energy above the lowest of the compared OMol25 structures with the same formula, charge and spin, the calculation gives 86.7 kcal/mol. Its spin multiplicity is 1. For the HOMO energy, the calculation gives -7.209 eV. The largest force on an atom is 0.0200 hartree/bohr. As for the frontier orbital gap: 7.0 eV.

```
10
Properties=species:S:1:pos:R:3:forces:R:3
N 0.559334 -0.914521 0.748494 0.0611 -0.1069 0.1313
N 1.260528 -0.643097 -2.591176 -0.4288 0.2554 0.8999
C -0.812937 0.939186 -0.064476 -0.2517 0.2037 0.1141
C -1.676148 1.735229 0.244196 0.2405 -0.2318 -0.0560
C 0.750486 -0.320584 -1.589511 0.3530 -0.2452 -0.7656
C 0.195040 0.017247 -0.356746 -0.0021 0.1084 -0.0401
H 0.381688 -0.455103 1.647401 0.0381 -0.0327 -0.2245
H 0.035354 -1.801301 0.748342 0.0697 0.1477 -0.0294
H -2.417727 2.454881 0.506699 0.1071 -0.1156 -0.0544
H 1.557705 -1.141678 0.701555 -0.1868 0.0170 0.0247
```
Forces are in eV/Å.

Here is the molecule C4H4N2 from the OMol25 dataset. Energies are from ωB97M-V/def2-TZVPD.

For the energy above the lowest of the compared OMol25 structures with the same formula, charge and spin, the calculation gives 34.2 kcal/mol. Its spin multiplicity is 1. For the HOMO energy, the calculation gives -9.311 eV. The largest force on an atom is 0.1173 hartree/bohr. As for the frontier orbital gap: 10.0 eV.

```
10
Properties=species:S:1:pos:R:3:forces:R:3
N 1.149613 0.471676 -0.400431 2.9623 2.2763 -1.3484
N -1.144929 -0.569777 0.470643 -2.6814 2.3290 2.4228
C -0.839113 0.664368 0.752710 2.5502 1.7386 0.4517
C 0.413030 1.212317 0.382023 0.0394 0.7357 0.7988
C -0.370101 -1.122106 -0.340705 0.3018 -5.5628 -2.3141
C 0.761122 -0.654360 -0.900455 -2.4857 2.3693 3.2792
H -0.642013 -2.154383 -0.429685 0.0953 -0.8356 -0.9457
H 0.961723 2.200076 0.726140 -1.8304 -1.9960 -0.4120
H -1.395329 1.159415 1.460183 -1.6981 1.2364 1.2902
H 1.253201 -1.119710 -1.609566 2.7466 -2.2908 -3.2226
```
Forces are in eV/Å.

Here is the molecule C4H4N2 from the OMol25 dataset. Energies are from ωB97M-V/def2-TZVPD.

For the energy above the lowest of the compared OMol25 structures with the same formula, charge and spin, the calculation gives 92.8 kcal/mol. Its spin multiplicity is 1. For the HOMO energy, the calculation gives -10.436 eV. The largest force on an atom is 0.1433 hartree/bohr. As for the frontier orbital gap: 9.8 eV.

```
10
Properties=species:S:1:pos:R:3:forces:R:3
N 1.525719 -1.326159 0.510689 -0.1224 1.7491 2.0486
N 1.566379 -0.023911 1.454881 3.2007 -3.5957 -0.5516
C 0.509499 -1.150981 -0.215648 0.0156 3.3087 2.9726
C 0.808530 0.738006 0.892004 -4.1602 6.0624 -0.4993
C -1.255442 0.496527 -0.832564 -2.8812 2.1016 0.6155
C -0.193051 0.249336 -0.028860 0.5945 -4.2883 -3.3298
H 0.612112 1.809180 1.140038 0.7816 -0.7928 0.6418
H -1.948047 -0.323930 -1.220059 1.8618 0.7229 0.2306
H -1.913847 1.517876 -0.999949 2.3485 -2.2452 0.8594
H 0.288146 -1.985944 -0.700531 -1.6389 -3.0228 -2.9878
```
Forces are in eV/Å.

Here is the molecule C4H4N2O from the OMol25 dataset. Energies are from ωB97M-V/def2-TZVPD.

For the energy above the lowest of the compared OMol25 structures with the same formula, charge and spin, the calculation gives 32.9 kcal/mol. Its spin multiplicity is 1. For the HOMO energy, the calculation gives -9.452 eV. The largest force on an atom is 0.0247 hartree/bohr. As for the frontier orbital gap: 10.0 eV.

```
11
Properties=species:S:1:pos:R:3:forces:R:3
O 1.559702 -1.224430 1.063901 1.1940 0.1390 -0.4118
N 0.216843 -1.501830 -0.685065 -0.0368 -0.1166 0.7508
N -1.092108 0.245809 0.151972 0.0915 -0.0306 -0.0328
C 1.155997 -0.736522 0.038636 0.2525 -0.0154 0.5875
C -0.910037 -1.060022 -0.266948 -0.4313 0.1595 -0.1774
C -0.069603 1.181956 -0.030485 0.0506 -0.1198 -0.0894
C 1.176877 0.720524 -0.236479 -0.3321 -0.0390 0.0705
H -2.028281 0.559820 0.324792 -0.0562 0.0306 0.1403
H -1.730948 -1.749452 -0.086909 -0.4401 0.3291 -0.7501
H -0.343786 2.226879 0.064038 -0.0027 -0.1477 -0.1283
H 2.065343 1.337272 -0.337458 -0.2894 -0.1892 0.0408
```
Forces are in eV/Å.

Here is the molecule C4H4N2O from the OMol25 dataset. Energies are from ωB97M-V/def2-TZVPD.

For the energy above the lowest of the compared OMol25 structures with the same formula, charge and spin, the calculation gives 148.6 kcal/mol. Its spin multiplicity is 1. For the HOMO energy (spin up / spin down), the calculation gives -8.216 / -8.217 eV. The largest force on an atom is 0.1112 hartree/bohr. As for the frontier orbital gap (spin up / spin down): 8.2 / 8.2 eV.

```
11
Properties=species:S:1:pos:R:3:forces:R:3
O -2.864158 -0.401997 0.548700 -1.1325 1.4461 0.4315
N 0.491022 -0.837307 -0.430802 -0.8627 1.6933 1.9944
N 1.704123 -0.792796 -0.502217 -1.2079 -4.3514 -3.5075
C 2.567700 -0.089570 0.068301 1.1512 2.5671 1.5518
C -0.608391 -0.712468 0.000912 0.1145 -0.8793 -1.0230
C -1.878603 -0.031575 -0.382292 0.6923 -2.1854 0.2446
C 3.382575 0.666887 0.505157 0.1215 -0.1718 0.1205
H -3.250680 0.443992 0.886180 0.2798 -1.3091 -0.3312
H -2.143280 -0.412843 -1.415446 0.2283 1.1503 0.9023
H 4.166206 1.196561 0.914195 0.9980 0.7576 0.5370
H -1.566515 0.971112 -0.192692 -0.3824 1.2826 -0.9202
```
Forces are in eV/Å.

Here is a 2-piece molecular cluster, C4H4N2O overall from the OMol25 dataset. Energies are from ωB97M-V/def2-TZVPD.

For the energy above the lowest of the compared OMol25 structures with the same formula, charge and spin, the calculation gives 199.9 kcal/mol. Its spin multiplicity is 1. For the HOMO energy (spin up / spin down), the calculation gives -8.023 / -8.724 eV. The largest force on an atom is 0.0319 hartree/bohr. As for the frontier orbital gap (spin up / spin down): 7.9 / 9.3 eV.

```
11
Properties=species:S:1:pos:R:3:forces:R:3
O 3.799024 0.877658 -0.161518 0.1822 -0.5380 -0.2241
N -0.194754 1.095487 0.128216 0.4192 1.4281 0.6940
N -0.415092 0.152672 -0.984704 -0.1452 -0.4590 -1.5705
C -1.644393 1.223712 0.220709 -0.1746 -0.5222 -0.2806
C 0.108167 -0.263806 0.244550 0.2965 -0.6006 0.4485
C -1.849354 0.365551 -0.787645 0.1833 0.2874 0.4630
C 3.335992 -0.175235 -0.385280 -1.0557 0.9381 0.5808
H -2.206737 1.872076 0.859687 -0.0545 0.1777 0.1739
H 3.785460 -1.103616 -0.742238 0.6338 -0.4018 -0.2834
H -0.344954 -0.966375 0.928902 -0.0861 -0.1423 0.1478
H -2.647198 0.001300 -1.398258 -0.1988 -0.1674 -0.1494
```
Forces are in eV/Å.

Here is a 2-piece molecular cluster, C4H4N2O overall from the OMol25 dataset. Energies are from ωB97M-V/def2-TZVPD.

For the energy above the lowest of the compared OMol25 structures with the same formula, charge and spin, the calculation gives 49.2 kcal/mol. Its spin multiplicity is 1. For the HOMO energy, the calculation gives -11.435 eV. The largest force on an atom is 0.0645 hartree/bohr. As for the frontier orbital gap: 10.2 eV.

```
11
Properties=species:S:1:pos:R:3:forces:R:3
O 0.151608 2.516603 -0.224670 0.9359 -1.8042 1.3621
N -1.238742 -1.321319 -2.298095 0.2172 0.0416 0.7547
N 2.529337 -0.913514 -0.381188 -2.5399 0.1653 0.0032
C -0.564054 -0.541719 1.157842 -0.6895 0.2181 -0.3294
C 1.363518 -0.881262 -0.289878 3.2702 -0.1107 0.5382
C -0.764325 -1.181228 -1.255730 -0.4576 -0.2215 0.1787
C -0.038741 -0.913351 -0.013070 -0.0232 0.3860 -0.9688
H -1.661762 -0.626595 1.210364 0.6691 0.2871 0.4094
H 0.033195 -0.063794 1.960692 -0.4821 -0.8454 -0.5437
H -0.644361 1.951680 -0.165078 0.4966 0.5242 -0.1501
H 0.834325 1.974498 0.298810 -1.3967 1.3595 -1.2544
```
Forces are in eV/Å.

Here is the molecule C4H4N2O from the OMol25 dataset. Energies are from ωB97M-V/def2-TZVPD.

For the energy above the lowest of the compared OMol25 structures with the same formula, charge and spin, the calculation gives 68.4 kcal/mol. Its spin multiplicity is 1. For the HOMO energy, the calculation gives -9.221 eV. The largest force on an atom is 0.0270 hartree/bohr. As for the frontier orbital gap: 9.3 eV.

```
11
Properties=species:S:1:pos:R:3:forces:R:3
O 0.571622 2.513131 0.763034 -0.1011 -0.5961 -0.3894
N 0.814961 -1.355822 -0.217826 -0.2970 -0.0447 -0.1011
N -1.107649 -0.247714 -0.148080 0.1226 -0.1074 0.4650
C 0.273554 1.392381 0.506678 0.2544 0.5476 0.5485
C 0.919044 -0.221033 -0.938205 0.1313 0.0749 0.0533
C -0.204198 0.632680 -0.779156 0.0524 -0.2304 -0.0688
C -0.392490 -1.272641 0.344072 -0.3619 -0.6628 -0.5970
H -0.773791 -1.981984 1.064410 -0.1182 -0.1899 -0.2775
H 1.835666 0.015899 -1.470911 -0.1174 0.0737 0.3181
H -1.966784 0.104395 0.249719 0.1081 -0.2149 0.0643
H 0.275865 0.500720 1.259351 0.3268 1.3499 -0.0154
```
Forces are in eV/Å.

Here is C4H4N2O as an isolated structure from the OMol25 dataset. Energies are from ωB97M-V/def2-TZVPD.

For the energy above the lowest of the compared OMol25 structures with the same formula, charge and spin, the calculation gives 113.2 kcal/mol. Its spin multiplicity is 1. For the HOMO energy (spin up / spin down), the calculation gives -8.244 / -8.243 eV. The largest force on an atom is 0.0206 hartree/bohr. As for the frontier orbital gap (spin up / spin down): 8.1 / 8.1 eV.

```
11
Properties=species:S:1:pos:R:3:forces:R:3
O 1.660899 2.135429 0.619948 -0.0651 -0.4173 -0.5532
N -0.983041 -1.490239 -0.708691 -0.0848 0.0365 0.1901
N -0.708655 -0.097214 1.008571 0.0115 0.0270 0.0230
C 0.212788 0.236568 0.024300 0.1673 0.0541 -0.1991
C -1.392011 -1.142084 0.497964 -0.0420 -0.0219 0.0350
C 0.037428 -0.644063 -1.059528 -0.0067 -0.0694 -0.1020
C 1.134873 1.247347 0.091845 0.0376 0.2673 0.3555
H -2.191081 -1.612444 1.066996 0.1455 0.0504 -0.1555
H -0.845649 0.341749 1.906240 0.0061 -0.0806 -0.1276
H 1.296520 0.199479 -1.814710 -0.6185 -0.6518 0.0079
H 1.777929 0.825472 -1.632934 0.4491 0.8057 0.5260
```
Forces are in eV/Å.

Here is C4H4N2O as an isolated structure from the OMol25 dataset. Energies are from ωB97M-V/def2-TZVPD.

For the energy above the lowest of the compared OMol25 structures with the same formula, charge and spin, the calculation gives 107.8 kcal/mol. Its spin multiplicity is 1. For the HOMO energy (spin up / spin down), the calculation gives -9.285 / -7.465 eV. The largest force on an atom is 0.0901 hartree/bohr. As for the frontier orbital gap (spin up / spin down): 9.8 / 7.6 eV.

```
11
Properties=species:S:1:pos:R:3:forces:R:3
O -0.179384 1.761323 -2.052643 -1.0107 -0.8527 -0.3865
N 1.266775 -1.728396 -0.254976 0.1522 0.4018 0.4150
N 0.518121 1.455914 0.081255 1.9638 3.8946 1.5641
C -0.168947 1.114775 -1.042603 0.5236 0.4899 -1.0611
C 0.173210 -1.495213 -0.829368 2.5357 0.3844 1.1525
C 0.442176 0.305375 0.732404 -0.6352 -2.5063 0.5035
C -0.479515 -0.301758 -0.360189 -2.2093 1.2881 0.7018
H 1.003039 2.361514 0.421939 -1.1399 -2.0424 -1.2869
H 0.497071 0.268096 1.796861 -0.0982 -0.4852 0.4662
H -0.121594 -2.149853 -1.562609 -1.2579 -1.4514 -1.9505
H -1.572153 -0.530824 -0.128147 1.1759 0.8793 -0.1181
```
Forces are in eV/Å.